Molecular formula: C11H22OS4
Method: DFT, ωB97M-V/def2-TZVPD

Atoms and positions in Å:
O  -1.04564  -2.77590  1.49673
C  -1.80033  -2.27090  0.40691
C  -2.06716  -0.81145  0.77110
S  -3.05078  0.01241  -0.50873
C  -3.24695  1.64976  0.25874
C  -1.95447  2.40944  0.55056
C  -1.08091  2.66673  -0.68606
S  0.33636  3.74331  -0.32999
C  1.72997  2.58299  -0.36603
C  1.71356  1.52782  0.73138
S  3.28312  0.61756  0.89291
C  3.34831  -0.36966  -0.63226
C  3.00975  -1.85168  -0.45056
C  1.57166  -2.14885  -0.02867
S  0.39799  -1.47720  -1.23841
C  -1.07985  -2.46889  -0.93019
H  -0.97186  -3.72461  1.34226
H  -2.76255  -2.79065  0.34287
H  -1.10962  -0.32387  0.87551
H  -2.62065  -0.76862  1.72065
H  -3.80774  1.55221  1.18932
H  -3.87564  2.21260  -0.46095
H  -1.36772  1.86687  1.30958
H  -2.22972  3.39607  1.02506
H  -1.67960  3.15908  -1.46247
H  -0.73157  1.71806  -1.11884
H  1.78885  2.11747  -1.36721
H  2.61467  3.22509  -0.25531
H  1.56777  1.99607  1.69449
H  0.89385  0.85828  0.59806
H  4.39833  -0.30947  -1.02323
H  2.68768  0.08868  -1.40098
H  3.21836  -2.35344  -1.40966
H  3.69673  -2.29139  0.28781
H  1.44014  -3.23121  0.04999
H  1.37251  -1.69583  0.93429
H  -1.74843  -2.21814  -1.74705
H  -0.83839  -3.51875  -1.06161

Properties
- Strongest force on any atom: 0.0204 Eh/bohr
- HOMO level: -8.36 eV
- ΔE to the lowest compared entry with this formula, charge and spin: 0.000 eV

Molecular formula: C11H23AlINO2P2
Method: DFT, ωB97M-V/def2-TZVPD

Atoms and positions in Å:
Al  0.55111  0.43230  1.14880
P  -1.70376  1.12047  1.56396
C  -2.07228  1.33464  -0.22292
C  -1.01203  1.27046  -1.17897
N  0.25830  0.86629  -0.77762
C  1.32591  0.86927  -1.59027
C  1.22036  1.44561  -2.85750
C  -0.03850  1.83569  -3.33387
C  -1.16419  1.63815  -2.54153
C  2.64000  0.27803  -1.06194
P  2.33048  -0.98125  0.26875
H  -2.16962  1.81997  -2.91449
H  2.11947  1.59822  -3.42954
H  -0.12990  2.28589  -4.33272
H  3.23693  -0.22225  -1.85188
H  3.24986  1.08303  -0.60773
H  -3.19121  -1.42812  -0.64097
H  -3.08052  0.93973  -0.64071
H  -1.11445  -2.91860  0.60776
O  -3.27589  -2.37175  -0.52069
H  -2.96552  -2.63993  -1.40078
H  0.15922  -0.90571  1.40004
O  -0.43061  -3.35390  1.14945
H  -0.66190  -2.96346  2.06534
C  2.00076  -2.43286  -0.78165
H  2.83560  -2.51042  -1.48378
H  1.93380  -3.31967  -0.14902
H  1.06213  -2.31518  -1.32952
C  3.90898  -1.28912  1.05907
H  3.77330  -2.07847  1.81068
H  4.64390  -1.62254  0.31549
H  4.27033  -0.38806  1.56661
C  -1.83847  2.89142  1.89545
H  -2.87386  3.13170  1.62906
H  -1.60124  3.17346  2.92065
H  -1.17981  3.40936  1.19234
C  -3.02720  0.24791  2.45334
H  -2.73403  0.15084  3.50510
H  -3.93485  0.85118  2.39253
H  -3.22778  -0.74998  2.05102
I  1.90720  1.81765  2.65264

Properties
- Total charge: +2
- Strongest force on any atom: 0.0756 Eh/bohr
- HOMO level (alpha / beta): -15.87 / -15.30 eV
- ΔE to the lowest compared entry with this formula, charge and spin: 5.089 eV

Molecular formula: C11H23AsCdNO7PS4
Method: DFT, ωB97M-V/def2-TZVPD

Atoms and positions in Å:
Cd  -0.04710  0.79743  -0.73702
O  -3.21786  3.09925  0.69046
C  -2.08567  2.31801  0.55463
O  -2.23874  1.23740  -0.12773
C  -1.49863  2.08939  1.95753
O  -0.88686  0.82256  1.97056
C  0.24586  0.66619  2.77970
C  1.59944  0.72324  2.03695
O  2.59863  0.55517  2.74460
O  1.60334  0.92810  0.80094
H  -3.54963  3.19947  -0.23018
H  -0.78843  2.87752  2.23191
H  -2.34032  2.09569  2.66676
H  0.28067  1.39770  3.60164
H  0.18529  -0.33148  3.23528
S  -3.54966  3.25447  -2.51889
As  -1.40867  3.29535  -2.51695
S  -0.70348  3.48292  -0.35302
S  -0.47493  1.37523  -3.11478
S  -0.51782  4.91177  -3.54730
C  4.27218  0.91690  -0.99284
N  3.97921  -0.37977  -0.43327
C  4.67299  -0.69379  0.79521
C  2.81446  -0.96924  -0.78945
C  2.34721  -2.16178  0.00756
O  2.14161  -0.54312  -1.71428
H  5.28926  0.93136  -1.39301
H  4.16883  1.68206  -0.21790
H  3.55727  1.12452  -1.78652
H  5.66377  -0.23335  0.74703
H  4.81492  -1.76781  0.90570
H  4.13738  -0.28765  1.65995
H  3.15039  -2.81297  0.34629
H  1.63493  -2.70729  -0.60549
H  1.80918  -1.78918  0.87623
C  -2.27385  -3.65353  -0.75863
P  -2.15673  -1.84533  -0.59739
C  -2.90187  -1.21741  -2.10290
C  -3.25369  -1.45445  0.77582
O  -0.71487  -1.49895  -0.36226
H  -3.30082  -3.97009  -0.91239
H  -1.88154  -4.11813  0.14355
H  -1.66921  -3.97003  -1.60596
H  -3.84777  -1.73156  -2.27719
H  -2.22182  -1.39380  -2.93945
H  -3.05850  -0.14284  -2.02364
H  -4.23318  -1.90324  0.61270
H  -3.32659  -0.37041  0.81914
H  -2.81860  -1.83451  1.69832

Properties
- Total charge: -2
- Strongest force on any atom: 0.0178 Eh/bohr
- HOMO level: -1.27 eV
- ΔE to the lowest compared entry with this formula, charge and spin: 0.000 eV

Molecular formula: C11H23BaP2
Method: DFT, ωB97M-V/def2-TZVPD

Atoms and positions in Å:
C  1.12027  -0.64023  -4.29974
C  0.51071  0.62787  -4.16770
C  -0.76678  0.45511  -3.59793
C  -0.98749  -0.95158  -3.40026
C  0.21103  -1.61158  -3.82281
Ba  0.77042  -0.54375  -1.16074
P  3.77935  0.25448  -1.47582
H  2.09075  -0.84002  -4.75557
H  0.91658  1.56615  -4.54332
H  -1.51753  1.22591  -3.44582
H  0.37499  -2.69565  -3.80185
H  -1.89328  -1.41852  -3.04776
H  4.15790  1.14814  -0.40186
H  4.78781  0.78518  -2.32744
H  4.66207  -0.77203  -0.98121
C  -2.01680  1.98757  3.11698
C  -0.93493  0.90773  2.98804
P  -0.27878  0.88570  1.29442
C  1.40093  0.08752  1.77002
C  1.47156  -1.15229  2.65659
C  -1.94896  0.15579  0.45568
C  -2.75253  -0.97356  1.08074
H  -1.66250  2.90525  2.63213
H  -2.25280  2.23487  4.16059
H  -2.94704  1.67063  2.63089
H  -0.11461  1.11606  3.69265
H  -1.31395  -0.08951  3.25569
H  2.11382  0.00248  0.91890
H  1.80672  0.92406  2.36876
H  1.08175  -2.07380  2.20160
H  2.52542  -1.34959  2.90511
H  0.95601  -0.99081  3.61068
H  -2.61358  1.03918  0.41679
H  -1.74572  -0.07283  -0.60929
H  -3.01943  -0.77616  2.12749
H  -3.70646  -1.06988  0.53658
H  -2.26489  -1.95789  1.01879

Properties
- Total charge: -1
- Strongest force on any atom: 0.0373 Eh/bohr
- HOMO level (alpha / beta): -0.10 / -0.09 eV

Molecular formula: C11H23BeIMgN4O8S
Method: DFT, ωB97M-V/def2-TZVPD

Atoms and positions in Å:
C  3.34679  -0.09721  -1.02158
C  3.09221  1.29842  -0.40726
C  1.65689  1.83316  -0.61032
I  1.11699  2.95112  1.23258
N  0.72426  0.86316  -0.93340
C  -0.54906  1.33091  -1.13205
C  -1.55468  0.97370  0.01439
C  -2.97746  0.90340  -0.46293
N  -3.26564  -0.22928  -1.34855
H  4.22162  -0.50826  -0.50948
H  2.52441  -0.80119  -0.84755
H  3.62427  -0.01229  -2.07547
H  3.32836  1.22507  0.65653
H  3.82598  2.00127  -0.81349
H  1.69217  2.59587  -1.40420
H  -0.96960  0.88429  -2.05572
H  -0.59566  2.46817  -1.27514
H  -1.21528  0.05164  0.49062
H  -1.51047  1.75862  0.78885
H  -3.28416  1.87258  -0.94483
H  -3.59694  0.78902  0.43308
H  -3.14113  0.08471  -2.31186
H  -4.28721  -0.39142  -1.29225
C  1.17986  6.64791  0.30247
C  0.16047  6.14229  -0.61478
N  -0.63246  5.74835  -1.33044
H  2.08657  6.88631  -0.25012
H  0.81611  7.54581  0.79830
H  1.40549  5.88949  1.05133
C  0.82166  -4.87157  -1.85499
C  1.14639  -3.41732  -1.62913
O  2.12452  -3.08119  -1.00059
C  0.19628  -2.40370  -2.21962
H  1.58088  -5.48867  -1.37894
H  -0.14951  -5.10767  -1.41724
H  0.80903  -5.08971  -2.92460
H  -0.80127  -2.53834  -1.79575
H  0.15748  -2.51806  -3.30505
H  0.54556  -1.40069  -1.98329
Mg  -5.95519  -1.39593  -1.99064
O  -1.04020  -2.41648  4.02570
S  -2.00066  -1.96407  2.96355
O  -3.34711  -2.30419  3.41884
O  -1.70016  -2.63005  1.69945
O  -1.83482  -0.51457  2.82584
Be  -2.02849  3.42656  -1.03958
N  0.91975  -4.08371  5.86572
O  0.39265  -3.62602  4.81167
O  1.61571  -3.34007  6.54235
O  0.70638  -5.24550  6.17749

Properties
- Strongest force on any atom: 0.0562 Eh/bohr
- HOMO level: -7.60 eV
- ΔE to the lowest compared entry with this formula, charge and spin: 0.453 eV

Molecular formula: C11H23Br2NO3
Method: DFT, ωB97M-V/def2-TZVPD

Atoms and positions in Å:
C  6.17140  1.29018  -1.22624
C  5.05555  0.50843  -0.53398
O  3.86435  1.30473  -0.62478
C  2.73175  0.65356  -0.27241
O  2.51682  -0.50075  -0.53719
C  1.71582  1.47703  0.48202
C  0.44180  1.72620  -0.37128
C  -0.80570  1.14690  0.32664
C  -1.93023  0.77728  -0.62716
C  -2.87570  1.94491  -0.99728
N  -2.68695  3.15741  -0.17473
O  -2.65762  -0.30150  -0.01204
C  -3.42491  -0.93226  -1.07649
H  5.74532  1.81848  -2.07848
H  6.97708  0.63397  -1.54609
H  6.54127  2.04529  -0.53168
H  4.92792  -0.45612  -1.02284
H  5.32070  0.32865  0.50988
H  2.17483  2.43256  0.74107
H  1.46756  0.97701  1.41686
H  0.53719  1.20136  -1.32314
H  0.35965  2.80411  -0.50994
H  -1.11706  1.81605  1.12802
H  -0.48579  0.21497  0.79923
H  -1.47212  0.40844  -1.55181
H  -3.90948  1.61403  -0.89760
H  -2.73825  2.18019  -2.06089
H  -1.92251  3.68071  -0.59307
H  -3.48922  3.75418  -0.35367
H  -3.46373  -0.29644  -1.96201
H  -3.03925  -1.90895  -1.34569
H  -4.43370  -1.10604  -0.70374
Br  -0.83957  -5.70606  0.90440
C  -1.36009  -4.62263  2.43697
C  -2.72979  -4.02501  2.25406
Br  -2.69281  -2.50213  1.02259
H  -0.58892  -3.86917  2.56386
H  -1.34295  -5.30415  3.28485
H  -3.09553  -3.62258  3.19700
H  -3.44716  -4.74285  1.86678

Properties
- Strongest force on any atom: 0.0499 Eh/bohr
- HOMO level: -9.26 eV

What did the fourth record say?
Molecular formula: C11H23BaP2
Method: DFT, ωB97M-V/def2-TZVPD

Atoms and positions in Å:
C  1.12027  -0.64023  -4.29974
C  0.51071  0.62787  -4.16770
C  -0.76678  0.45511  -3.59793
C  -0.98749  -0.95158  -3.40026
C  0.21103  -1.61158  -3.82281
Ba  0.77042  -0.54375  -1.16074
P  3.77935  0.25448  -1.47582
H  2.09075  -0.84002  -4.75557
H  0.91658  1.56615  -4.54332
H  -1.51753  1.22591  -3.44582
H  0.37499  -2.69565  -3.80185
H  -1.89328  -1.41852  -3.04776
H  4.15790  1.14814  -0.40186
H  4.78781  0.78518  -2.32744
H  4.66207  -0.77203  -0.98121
C  -2.01680  1.98757  3.11698
C  -0.93493  0.90773  2.98804
P  -0.27878  0.88570  1.29442
C  1.40093  0.08752  1.77002
C  1.47156  -1.15229  2.65659
C  -1.94896  0.15579  0.45568
C  -2.75253  -0.97356  1.08074
H  -1.66250  2.90525  2.63213
H  -2.25280  2.23487  4.16059
H  -2.94704  1.67063  2.63089
H  -0.11461  1.11606  3.69265
H  -1.31395  -0.08951  3.25569
H  2.11382  0.00248  0.91890
H  1.80672  0.92406  2.36876
H  1.08175  -2.07380  2.20160
H  2.52542  -1.34959  2.90511
H  0.95601  -0.99081  3.61068
H  -2.61358  1.03918  0.41679
H  -1.74572  -0.07283  -0.60929
H  -3.01943  -0.77616  2.12749
H  -3.70646  -1.06988  0.53658
H  -2.26489  -1.95789  1.01879

Properties
- Total charge: -1
- Strongest force on any atom: 0.0373 Eh/bohr
- HOMO level (alpha / beta): -0.10 / -0.09 eV

- strongest force on any atom of number 5 (C11H23BeIMgN4O8S)?
  0.0562 Eh/bohr